Computed, not measured: a 15-piece molecular cluster, H30O15 overall, with ωB97M-V/def2-TZVPD.

The geometry in XYZ format:
```
45
H30O15, DFT ωB97M-V/def2-TZVPD
H -0.57 -0.70 -0.10
H -1.27 0.57 -0.26
H 2.20 1.15 -3.46
H 3.59 0.46 -3.47
H -0.72 -1.92 2.21
H -1.74 -2.98 2.02
H -4.51 -1.92 -1.44
H -5.33 -2.74 -0.35
H 3.62 -0.74 1.28
H 3.61 -0.06 2.79
H 0.09 4.04 -1.82
H -0.49 2.72 -1.22
H 1.26 -3.36 -2.61
H 1.80 -4.69 -1.82
H 2.11 2.58 0.19
H 1.68 3.74 -0.74
H -2.92 1.58 0.91
H -1.45 1.67 1.29
H 1.57 4.09 1.72
H 1.53 2.75 2.40
H -0.04 1.03 2.77
H 0.64 0.56 1.58
H -1.56 -0.40 3.76
H -2.95 0.28 4.03
H -0.79 -0.04 -3.11
H -0.18 0.40 -4.43
H 3.16 -2.21 1.95
H 1.90 -1.74 1.30
H -2.70 -1.70 -2.38
H -1.98 -3.05 -2.59
O -0.40 0.16 -0.33
O 2.62 0.33 -3.50
O -1.03 -2.49 1.62
O -4.84 -1.96 -0.46
O 3.67 0.07 1.79
O -0.12 3.54 -1.03
O 1.21 -4.38 -2.49
O 2.13 2.91 -0.65
O -2.15 2.15 0.83
O 1.39 3.65 2.62
O 0.54 0.34 2.44
O -2.23 0.23 3.40
O -0.84 0.71 -3.78
O 2.67 -2.29 1.08
O -2.18 -2.35 -1.95
```

The value obtained for the total energy is -1146.47583 hartree. The value obtained for the orbital gap is 10.1 eV. The HOMO energy is -10.0881 eV. The charge is 0. The energy above the lowest of the compared OMol25 structures with the same formula, charge and spin comes out at 4.469 eV.



Computed, not measured: C38H34FeNO4P2S4 as an isolated structure, with ωB97M-V/def2-TZVPD.

The geometry in XYZ format:
```
84
C38H34FeNO4P2S4, DFT ωB97M-V/def2-TZVPD
Fe 0.82 0.12 -1.07
S -1.31 1.07 -1.65
P -1.38 0.93 0.40
C 0.25 0.64 0.83
P 1.42 1.86 0.91
S 2.46 1.76 -0.89
C 0.93 3.58 1.15
C 0.87 4.48 0.09
C 0.44 5.78 0.31
C 0.06 6.18 1.58
C 0.11 5.28 2.64
C 0.55 3.99 2.43
C 2.62 1.52 2.22
C 2.42 0.43 3.06
C 3.34 0.15 4.05
C 4.46 0.96 4.21
C 4.65 2.06 3.37
C 3.73 2.34 2.38
C -2.38 -0.49 0.86
C -3.60 -0.72 0.24
C -4.35 -1.83 0.60
C -3.88 -2.70 1.58
C -2.67 -2.45 2.21
C -1.91 -1.35 1.86
C -2.21 2.36 1.13
C -2.58 2.26 2.48
C -3.22 3.32 3.10
C -3.49 4.48 2.38
C -3.12 4.58 1.04
C -2.48 3.52 0.42
H 1.16 4.16 -0.90
H 0.41 6.48 -0.51
H -0.27 7.19 1.75
H -0.19 5.59 3.63
H 0.59 3.29 3.26
H 1.54 -0.19 2.91
H 3.19 -0.70 4.71
H 5.18 0.75 4.99
H 5.52 2.69 3.50
H 3.88 3.19 1.72
H -3.95 -0.05 -0.53
H -5.29 -2.03 0.10
H -4.41 -3.61 1.82
H -2.32 -3.16 2.96
H -0.95 -1.17 2.31
H -2.39 1.34 3.02
H -3.51 3.25 4.13
H -3.99 5.31 2.86
H -3.34 5.48 0.48
H -2.19 3.58 -0.62
N 1.95 -1.64 -0.38
C 1.09 -2.70 0.13
C 0.10 -3.22 -0.70
C -0.71 -4.24 -0.23
C -0.55 -4.72 1.06
C 0.42 -4.19 1.89
C 1.25 -3.17 1.42
S -1.62 -6.05 1.66
O -2.95 -5.45 1.64
O -1.42 -7.10 0.69
O -1.12 -6.33 3.00
H 2.51 -1.27 0.39
H 2.61 -2.02 -1.05
H -0.02 -2.83 -1.70
H -1.49 -4.66 -0.85
H 0.53 -4.58 2.89
H 2.03 -2.76 2.06
C 3.15 -0.79 -4.25
S 1.43 -0.29 -4.16
O 0.93 -0.95 -2.89
C 0.78 -1.30 -5.47
C 0.19 -2.52 -5.18
C -0.30 -3.28 -6.23
C -0.20 -2.82 -7.54
C 0.38 -1.59 -7.81
C 0.87 -0.81 -6.77
H 3.22 -1.87 -4.14
H 3.67 -0.26 -3.45
H 3.55 -0.47 -5.22
H 0.11 -2.85 -4.16
H -0.76 -4.24 -6.02
H -0.59 -3.42 -8.35
H 0.45 -1.23 -8.83
H 1.30 0.16 -6.97
```

The value obtained for the total energy is -5363.35637 hartree. As for the spin multiplicity: 6. The value obtained for the orbital gap (spin up / spin down) is 7.2 / 6.3 eV. The HOMO energy (spin up / spin down) is -7.5171 / -7.5167 eV. The charge is 0. The energy above the lowest of the compared OMol25 structures with the same formula, charge and spin comes out at 0.548 eV.



Computed, not measured: a 3-piece molecular cluster, C7H17NO2 overall, with ωB97M-V/def2-TZVPD.

The geometry in XYZ format:
```
27
C7H17NO2, DFT ωB97M-V/def2-TZVPD
C -1.61 0.19 -0.38
C 0.82 0.10 0.82
C 2.84 -0.03 -0.43
C 0.59 0.24 -0.55
C -2.06 -1.20 -0.05
C -2.02 0.65 -1.76
C 0.78 1.30 1.73
N 0.82 -1.11 1.41
O -2.08 1.12 0.61
O 3.08 -1.43 -0.37
H -3.05 1.17 0.58
H 2.82 -1.82 -1.21
H 1.07 -1.17 2.38
H 1.04 -1.91 0.84
H 3.41 0.46 0.36
H 3.11 0.39 -1.40
H 0.60 1.23 -0.98
H 0.59 -0.63 -1.20
H -1.81 -1.48 0.97
H -3.16 -1.31 -0.12
H -1.65 -1.93 -0.76
H -1.67 1.67 -1.95
H -3.12 0.67 -1.88
H -1.61 0.00 -2.53
H -0.24 1.69 1.79
H 1.11 1.07 2.74
H 1.42 2.08 1.33
```

The value obtained for the total energy is -481.95867 hartree. The value obtained for the orbital gap (spin up / spin down) is 6.3 / 6.2 eV. The HOMO energy (spin up / spin down) is -5.5902 / -5.4775 eV. The charge is 0. The energy above the lowest of the compared OMol25 structures with the same formula, charge and spin comes out at 5.978 eV.